Entry from OMol25: 2 unconnected molecules or ions with the total composition C21H15Cl2N3O2 (ωB97M-V with the def2-TZVPD basis set).

ORCA input file:
```
! RIJCOSX wB97M-V def2-TZVPD def2/J DEFGRID3
* xyz 0 1
C -1.62711 1.79497 2.42616
C 0.17050 -1.35071 3.61291
C 1.98754 -1.81976 0.72370
N 2.69423 -3.80119 1.90730
H 6.88618 0.92665 1.78531
H 0.58006 -4.04967 1.79510
C 5.47375 -2.17713 1.95620
H 0.99789 -2.17440 0.44077
Cl -1.36057 3.47254 2.49454
H 1.91281 0.28788 1.12518
H 4.60900 1.47575 0.83819
C 2.92360 -2.59568 1.38043
C 1.66393 -5.90628 2.24637
C 3.41019 -4.34359 3.04907
H 7.42733 -1.40975 2.45585
H 5.75533 -3.19918 2.18891
C 4.19125 -1.82867 1.51087
H 1.84137 -6.69861 1.50856
H 3.24496 -3.72120 3.94986
C -0.56721 0.94258 3.04901
Cl -3.86494 2.21517 0.99739
O -3.90053 -0.71980 1.14939
O 0.48881 1.39834 3.48993
C -1.92644 -1.05113 2.41587
H 4.48839 -4.35353 2.86003
N -2.19656 -3.63314 2.30180
C -2.94471 -0.21991 1.73617
C 2.48695 -0.43565 0.52606
H 2.44145 -0.12477 -0.52604
C -2.09162 -2.46591 2.35733
N 0.99479 -2.05105 4.06804
C 1.52139 -4.56187 1.51864
H 0.73530 -6.12677 2.78198
C -2.71007 1.25788 1.79358
C 3.92504 -0.53511 1.05379
C -0.82148 -0.51052 3.02615
C 2.85443 -5.76000 3.23213
C 6.43641 -1.16981 2.06836
C 6.13897 0.14741 1.68418
H 3.64058 -6.49650 3.03006
C 4.87208 0.46670 1.15802
H 2.52515 -5.88034 4.26735
H 1.50904 -4.67206 0.42230
*
```

As for the total energy: -2044.27919 a.u. The HOMO-LUMO gap is 3.75 eV. The SMILES is N#CC1=C(C#N)C(=O)C(Cl)=C(Cl)C1=O.C1=C(N2CCCC2)c2ccccc2C1. The energy above the lowest of the compared OMol25 structures with the same formula, charge and spin is 0.2 kJ/mol.

---

Entry from OMol25: a molecular structure, C21H15N2O5Sm (ωB97M-V with the def2-TZVPD basis set).

ORCA input file:
```
! RIJCOSX wB97M-V def2-TZVPD def2/J DEFGRID3
* xyz 0 6
H -0.44732 -6.92223 2.03706
C -0.52746 -4.87415 1.41695
N -0.42938 2.05098 0.13532
H 3.73212 -0.26914 -0.09847
O -0.63426 -1.74034 -0.42803
C -0.49866 -5.86245 -1.18120
H 1.94198 3.86344 0.00537
H 6.14653 0.17990 -0.46214
H -0.48655 -6.24683 -2.19261
O 2.85930 4.18382 0.14719
O -2.63601 0.56092 0.89331
C -0.56291 -4.00259 0.33259
C -0.46136 -6.73298 -0.10004
H 5.37217 4.38233 -0.08352
H -5.18196 0.63313 0.89631
H -6.59545 2.41263 -0.08266
H -5.53707 4.35069 -1.21778
O -0.61412 -2.09105 1.75411
C -0.60879 -2.53866 0.56769
H 6.96643 2.51742 -0.42434
C -0.47660 -6.23965 1.19798
C -3.33188 1.54100 0.36099
C 3.66753 3.11598 0.04452
C 5.45281 0.99535 -0.30620
C -3.55457 3.66239 -0.81997
C -4.92441 3.57847 -0.77295
C 5.03339 3.35449 -0.09786
H -3.08612 4.51876 -1.29211
O 1.46215 0.30298 0.79596
C 4.10863 0.74564 -0.11701
H -0.57795 -3.79550 -1.79233
C -4.73687 1.49006 0.40672
C 5.91397 2.30736 -0.28315
C -0.54954 -4.49561 -0.96886
Sm -0.63756 -0.09501 0.90730
C 3.19867 1.78724 0.06051
C -5.51669 2.48090 -0.14378
C -1.29986 2.86703 -0.35104
H -0.53683 -4.45739 2.41499
N 0.90926 2.39075 -0.04970
C 1.77263 1.45568 0.28674
H -0.41747 -7.80036 -0.27394
H -0.94317 3.76162 -0.86128
C -2.72676 2.67305 -0.26063
*
```

As for the total energy: -1953.05185 a.u. The HOMO-LUMO gap (alpha / beta) is 7.74 / 7.77 eV. The energy above the lowest of the compared OMol25 structures with the same formula, charge and spin is 2.7 kJ/mol. As for the expectation value of S²: 8.7579.

---

Entry from OMol25: a single C21H15N3O5 molecule (ωB97M-V with the def2-TZVPD basis set).

ORCA input file:
```
! RIJCOSX wB97M-V def2-TZVPD def2/J DEFGRID3
* xyz 0 1
C -7.02961 0.99098 -0.68048
H -0.16821 1.94625 0.16002
O -1.61368 -0.10066 2.15330
O -2.65050 2.07998 -0.39423
H 7.28628 0.05758 -1.19377
H -7.89912 1.62578 -0.76129
O 4.13487 -0.77468 -1.12827
C 5.13580 0.09122 -0.84155
C 2.84938 0.54148 0.95051
O 5.63790 2.33621 -0.35486
C -3.50984 -1.29632 -0.34049
H 4.03114 -2.62058 -2.03866
C -5.76552 1.56922 -0.61496
C 4.87241 1.40051 -0.22273
H 1.31974 2.08288 -0.79246
C 1.18111 -1.42265 1.96883
C -4.67943 0.72558 -0.50607
H 0.51614 -2.17703 2.35967
H -6.21477 -2.30824 -0.50016
C 6.33150 -0.41747 -1.28214
O -3.19430 -2.45107 -0.26362
C -3.23662 1.03122 -0.40935
C 6.03773 -1.67244 -1.85545
C -0.84466 -0.22175 1.23337
H -5.63186 2.63922 -0.64349
C 1.46262 0.70340 0.83734
H -8.18541 -0.80425 -0.69078
C 4.68900 -1.82956 -1.73608
C 2.55180 -1.55774 2.08518
H 1.20946 2.82152 0.80104
H 4.45600 -0.66483 1.67983
H 6.73009 -2.35824 -2.29809
N 3.69579 1.54254 0.45096
C -4.84280 -0.66414 -0.46578
H 3.47138 2.49845 0.69904
C -7.19168 -0.38522 -0.64069
C 0.64341 -0.30375 1.34354
C -6.09598 -1.23664 -0.53384
N -2.61119 -0.22079 -0.36317
H 2.97239 -2.42079 2.57749
C 0.91630 1.95180 0.21157
C 3.38417 -0.57707 1.58026
H -0.61842 -0.43569 -0.83251
N -1.27036 -0.34628 -0.06523
*
```

As for the total energy: -1349.75554 a.u. The HOMO-LUMO gap is 8.25 eV. The SMILES is Cc1c(NC(=O)c2ccco2)cccc1C(=O)NN1C(=O)c2ccccc2C1=O.

---

Entry from OMol25: a molecular structure, C21H16CaIN4O6Se (ωB97M-V with the def2-TZVPD basis set).

ORCA input file:
```
! RIJCOSX wB97M-V def2-TZVPD def2/J DEFGRID3
* xyz -1 1
N 2.23368 -0.43666 1.10451
H 2.37137 -0.88864 -2.80122
C -3.48151 0.21264 -1.80909
C 4.54255 1.97342 -0.17043
I -3.33690 -4.46502 -0.78626
O -1.21358 -1.11440 3.28825
C -4.66266 -0.50441 -1.91253
Se 1.69025 2.33671 1.45432
O -3.33069 4.14286 -0.82076
H 6.09666 -2.88482 -1.32692
C 5.27316 -2.41940 -0.80094
C -2.30473 -1.65187 -1.16551
C 2.64580 0.83942 0.96315
O 1.82898 0.84776 -1.91083
C -3.11708 1.01677 3.07301
H -1.34570 -2.05912 -0.87165
C -3.95151 2.10242 2.84356
O -0.40586 -0.60866 1.25195
Ca -0.26260 0.94631 -0.60282
H 6.06341 -0.42298 -1.02325
C -4.64873 -1.85909 -1.62008
H -4.72385 2.35456 3.56085
C 3.14750 -1.29221 0.52228
H 4.26446 -4.28551 -0.48300
C -3.79790 2.86024 1.69099
H 4.22386 2.84375 0.39631
C 4.18586 -0.49607 0.04016
H 1.25834 -0.66979 1.39140
C 3.14842 -2.66605 0.34935
H 2.32538 -3.27133 0.70329
O -1.58405 2.77469 -1.21273
H -3.19546 0.39142 3.95088
C -3.44692 -2.43487 -1.24426
H -4.42677 3.70768 1.45796
C 5.26726 -1.04214 -0.63229
N -2.33253 -0.34987 -1.44137
C -2.55390 3.23364 -0.53146
C 1.62285 -0.36444 -2.17380
C -1.17575 -0.44290 2.26469
C -2.14342 0.73118 2.12889
C -2.79503 2.50580 0.80038
N 3.85983 0.81372 0.35518
H -3.44361 1.27507 -2.01903
H -5.55123 -2.45250 -1.68179
N -1.99898 1.47036 1.03572
H 4.27208 2.10990 -1.21876
C 4.23128 -3.21635 -0.31919
H -5.57620 -0.00739 -2.20838
O 0.63544 -1.02056 -1.77045
H 5.61873 1.83679 -0.06826
*
```

As for the total energy: -4857.44301 a.u. The HOMO-LUMO gap is 7.36 eV. The energy above the lowest of the compared OMol25 structures with the same formula, charge and spin is 0.0 kJ/mol.

---

Entry from OMol25: a molecular structure, C21H16F3N6O3OsS3 (ωB97M-V with the def2-TZVPD basis set).

ORCA input file:
```
! RIJCOSX wB97M-V def2-TZVPD def2/J DEFGRID3
* xyz 0 2
C -2.43789 -4.64004 -1.01257
H -0.64187 -5.65767 -0.34275
C -1.23910 -4.75897 -0.30764
C -1.34898 1.62946 2.71233
C -2.98674 2.65519 4.12674
C -2.66536 -2.37703 -0.23729
O -1.01635 -1.52098 1.16515
C -3.96753 2.40039 3.16140
H 1.36811 4.22590 -2.71918
C -1.67936 2.28426 3.91674
C -0.79819 -3.68957 0.42198
C 2.70577 -2.06116 -1.41502
H -0.37111 5.30065 -1.28780
C 4.41648 -0.34354 -2.76503
H 0.10355 -3.66296 1.01395
C -3.59425 1.75452 2.00998
H 4.47298 -2.99702 -0.65082
C 2.19123 -1.05599 -2.22421
C -1.04783 3.40479 -0.53879
H -4.07581 -3.33598 -1.50734
F -0.03153 1.38276 5.34485
C 3.05127 -0.19121 -2.89304
O 0.19070 -0.33055 -3.68966
N -2.32350 1.38893 1.80087
C 0.70475 3.62052 -2.11157
N -0.89405 2.08878 -0.60779
S 0.15456 1.03785 2.12937
H -2.80078 -5.46632 -1.60936
H -3.25239 3.15658 5.04739
C 0.07951 1.58500 -1.42849
C 4.07193 -2.21357 -1.28361
C -3.15151 -3.46550 -0.96369
F -1.16982 3.06536 6.07900
F 0.32252 3.35844 4.54145
N 0.89438 2.30259 -2.18551
C -0.25167 4.22862 -1.31003
N 6.30686 -1.54006 -1.87577
N 0.02900 0.23441 -1.26559
H -4.29939 1.51169 1.22512
C -0.63432 2.51890 4.97071
H -1.81644 3.78643 0.12167
H 5.08753 0.32832 -3.28756
C 4.94780 -1.36364 -1.96748
S -3.37827 -0.80128 -0.14610
S 0.45828 -0.86606 -2.38688
Os -1.31570 0.29123 0.38435
O -0.14676 -2.10065 -1.96629
H 6.93473 -0.87996 -2.29162
N -1.51258 -2.55524 0.43944
H 2.02516 -2.72323 -0.89602
H 6.69071 -2.22277 -1.25162
H 2.63916 0.59840 -3.50718
H -4.99788 2.68099 3.32084
*
```

As for the total energy: -2948.97768 a.u. The HOMO-LUMO gap (alpha / beta) is 7.51 / 6.60 eV. The energy above the lowest of the compared OMol25 structures with the same formula, charge and spin is 88.1 kJ/mol. As for the expectation value of S²: 0.7554.